<A>
13
Properties=species:S:1:pos:R:3:nbo_charge:R:1 method="wB97M-V/def2-TZVPD" homo_lumo_gap_ev=8.48 homo_energy_ev=-13.96 charge=+1 lumo_ha=-0.201
C -1.03953 -1.13037 -0.58212 0.255
C -0.13831 -2.02575 0.21023 -0.217
C -0.06942 1.82279 -0.23341 -0.680
C 0.50773 0.69736 0.54343 -0.147
N -0.23454 -0.56281 0.26133 -0.231
I 2.48056 0.02612 0.06715 0.203
H -1.86479 -1.12643 -1.37312 0.308
H -0.36415 -2.65179 1.07362 0.246
H 0.76669 -2.35715 -0.31385 0.226
H -0.17293 1.65380 -1.39551 0.253
H 0.62959 2.74803 -0.09362 0.282
H -1.11536 2.03887 0.28832 0.253
H 0.61444 0.86733 1.54756 0.249



<B>
13
Properties=species:S:1:pos:R:3:nbo_charge:R:1 method="wB97M-V/def2-TZVPD" homo_lumo_gap_ev=7.41 homo_energy_ev=-12.20 charge=+1 lumo_ha=-0.176
C -0.06526 0.72841 1.48436 -0.173
C -0.34038 1.95657 3.00930 -0.161
C 0.35491 0.30404 0.18476 -0.348
C 0.25656 -1.00747 -0.43689 -0.215
N -0.51995 -0.93245 -1.86108 -0.692
I 0.85777 3.48094 2.81046 0.434
H -0.22113 -0.08568 2.12349 0.164
H 0.82638 1.08347 -0.51292 0.202
H -0.25248 -1.65587 0.20307 0.236
H 1.18375 -1.34005 -0.72743 0.221
H -0.10369 -1.58644 -2.50606 0.452
H -0.47105 0.04788 -2.04026 0.442
H -1.50542 -0.99335 -1.73079 0.439



<C>
13
Properties=species:S:1:pos:R:3:nbo_charge:R:1 method="wB97M-V/def2-TZVPD" homo_lumo_gap_ev=7.71 homo_energy_ev=-13.38 charge=+1 lumo_ha=-0.209
C 0.46571 -0.89383 0.99521 0.100
C 0.98391 -2.07000 0.83456 -0.387
C -0.04440 0.29817 1.37217 -0.177
C -1.53774 1.07078 -0.38052 0.124
N -1.16167 1.22360 0.86576 -0.411
I 0.92278 0.41449 -3.01194 -0.151
H 1.84291 -2.25348 0.15837 0.268
H 0.95461 -2.87186 1.64024 0.281
H 1.89789 0.18125 -4.29070 0.160
H 0.33979 0.71891 2.32357 0.251
H -2.28353 1.76767 -0.85158 0.244
H -1.10434 0.30689 -1.02520 0.233
H -1.27591 2.10740 1.37007 0.465



Stability, highest: <A>



<A>
13
Properties=species:S:1:pos:R:3:nbo_charge:R:1 method="wB97M-V/def2-TZVPD" homo_lumo_gap_ev=7.89 homo_energy_ev=-13.59 charge=+1 lumo_ha=-0.209
C 0.39716 -1.40050 1.67244 -0.354
C 0.52659 -1.00893 0.41628 -0.070
C 0.13343 0.75416 -1.34644 -0.302
C -1.17530 0.81494 -0.76614 -0.142
N 0.56068 0.32189 0.05045 -0.420
I -1.59170 2.78025 -0.27141 0.368
H 0.60708 -2.46694 1.80058 0.254
H 0.41751 -0.58243 2.43188 0.225
H 0.54860 -1.60540 -0.50253 0.213
H 0.29785 -0.23376 -1.81453 0.244
H 0.58715 1.62451 -1.69651 0.259
H -1.91222 -0.07838 -0.68501 0.296
H 0.60318 1.08059 0.71093 0.427



<B>
13
Properties=species:S:1:pos:R:3:nbo_charge:R:1 method="wB97M-V/def2-TZVPD" homo_lumo_gap_ev=9.89 homo_energy_ev=-13.99 charge=+1 lumo_ha=-0.150
C -2.49368 -0.25662 0.04236 -0.045
C -1.32006 -0.01182 0.12133 -0.187
C 0.65866 0.45556 -1.23721 -0.634
C 0.07912 0.40066 0.13356 -0.038
N 0.75248 -0.68525 0.93397 -0.701
I 0.36901 2.22380 1.22337 0.247
H -3.49247 -0.48494 0.25552 0.258
H 0.43557 -0.53898 -1.67367 0.232
H 0.44137 1.27039 -1.87493 0.288
H 1.74696 0.57507 -0.98943 0.218
H 0.51965 -1.50123 0.32049 0.448
H 1.72250 -0.43507 0.86656 0.442
H 0.58088 -1.01157 1.87807 0.471



Stability, highest: <B>



<A>
28
Properties=species:S:1:pos:R:3:nbo_charge:R:1 method="wB97M-V/def2-TZVPD" homo_lumo_gap_ev="9.31 / 6.17" homo_energy_ev="-8.79 / -7.47" charge=0 lumo_ha="0.019 / -0.048"
C -1.36389 -0.25920 -1.37954 0.792
C -0.22416 1.00977 1.90273 -0.607
C -1.23628 2.28623 -0.07743 -0.605
C 2.53456 -0.82881 -1.12165 -0.620
C 2.03291 -2.52591 0.63231 -0.626
C -0.18009 1.22794 0.37202 -0.056
C 1.74122 -1.10226 0.21208 -0.123
N -2.65598 0.01460 -1.03643 -0.852
N -0.41406 -0.06483 -0.32391 -0.296
N 0.37170 -1.11869 -0.23447 -0.206
O -1.12294 -0.53239 -2.53530 -0.567
O -4.67630 0.97390 -0.16724 -0.825
S -3.52889 0.27203 0.42578 1.158
H -1.20281 0.57764 2.19655 0.209
H 0.51376 0.40876 2.26980 0.212
H -0.02856 2.03038 2.36689 0.215
H -2.16688 2.25322 0.56722 0.204
H -1.41149 2.14982 -1.06905 0.215
H -0.77049 3.28592 0.06655 0.221
H 2.97333 0.17250 -1.13428 0.207
H 3.35834 -1.54979 -1.12351 0.216
H 1.79676 -0.91271 -2.02575 0.245
H 3.09026 -2.98349 0.52199 0.211
H 1.48305 -3.08052 -0.10552 0.229
H 1.66581 -2.96591 1.61751 0.216
H 0.75286 1.67787 0.01368 0.207
H 2.03455 -0.39634 1.03369 0.183
H -3.36632 -0.01972 -1.86474 0.444



<B>
28
Properties=species:S:1:pos:R:3:nbo_charge:R:1 method="wB97M-V/def2-TZVPD" homo_lumo_gap_ev=8.26 homo_energy_ev=-7.70 charge=0 lumo_ha=0.020
C -2.48361 0.65417 0.23450 -0.399
C -2.43144 -0.17115 -1.01484 -0.437
C -1.11173 0.95135 0.77401 -0.433
C -1.74212 -1.49334 -0.93299 -0.672
C -0.36249 -0.32122 1.12868 -0.665
C 3.29667 2.36110 0.46414 -0.410
C 3.35148 -0.05297 0.85828 0.293
N 3.90333 -1.75582 -0.72183 -0.532
N 3.49844 -0.78930 -0.05590 -0.052
N 3.26906 1.20199 1.33540 -0.634
O 0.60046 -0.26861 -1.38423 -0.942
O 0.45491 -2.42437 -0.18378 -0.971
S -0.09170 -1.13126 -0.49718 2.196
H -2.93257 1.57844 -0.14011 0.222
H -3.08052 0.22428 1.07166 0.203
H -3.35332 -0.17539 -1.54500 0.227
H -1.88720 0.43503 -1.74387 0.222
H -0.46261 1.41806 0.06918 0.221
H -1.18944 1.62646 1.68522 0.215
H -2.01809 -2.14225 -0.02326 0.246
H -1.76334 -2.05495 -1.82706 0.261
H -1.09887 -1.01293 1.72463 0.224
H 3.06206 3.25552 1.08457 0.200
H 4.34843 2.49159 0.02243 0.194
H 2.50766 2.25158 -0.24934 0.210
H 0.54252 -0.13198 1.82241 0.276
H 3.19102 -2.24382 -1.22390 0.337
H 3.40539 1.32793 2.30300 0.398



Stability, highest: <A>



<A>
24
Properties=species:S:1:pos:R:3:nbo_charge:R:1 method="wB97M-V/def2-TZVPD" homo_lumo_gap_ev=8.65 homo_energy_ev=-8.76 charge=0 lumo_ha=-0.004
H 1.03965 -1.25016 0.86285 0.451
H -0.40157 -0.81697 1.07567 0.464
H 4.45643 -2.05698 -2.03875 0.469
H 4.96603 -1.93725 -0.61186 0.470
H -3.01958 -2.09901 1.76708 0.476
H -1.71842 -2.02936 0.98466 0.446
H -3.44888 -2.15360 -0.87363 0.473
H -2.17831 -2.49700 -1.63375 0.464
H -1.32036 2.28963 -1.95410 0.472
H -2.45697 1.28389 -2.03563 0.473
H 0.16774 4.15419 0.90994 0.467
H -0.76594 4.01240 -0.28093 0.471
H 2.04612 0.71635 0.23337 0.471
H 2.00649 0.90314 -1.27447 0.465
H 0.70565 1.12449 2.06259 0.478
H 0.03296 0.62361 3.33013 0.434
O 0.50109 -0.47903 1.07330 -0.901
O 4.58552 -2.56900 -1.23242 -0.938
O -2.36950 -2.65463 1.32249 -0.922
O -3.12305 -2.35258 -1.75864 -0.938
O -2.27571 2.21262 -1.85231 -0.945
O 0.13223 3.81569 0.00819 -0.938
O 2.34462 1.30706 -0.46731 -0.939
O 0.09377 0.45250 2.38355 -0.922



<B>
24
Properties=species:S:1:pos:R:3:nbo_charge:R:1 method="wB97M-V/def2-TZVPD" homo_lumo_gap_ev=10.53 homo_energy_ev=-11.12 charge=0 lumo_ha=-0.022
H 0.10229 0.66646 0.10611 0.468
H 0.38667 -0.53445 -0.78101 0.443
H 1.08613 -3.18215 -3.25692 0.480
H 0.81757 -1.99486 -2.34684 0.435
H 3.12679 1.40084 0.40583 0.469
H 4.39413 0.62043 0.09787 0.464
H 0.20603 -0.69555 3.61021 0.474
H -0.88441 0.31744 3.91814 0.465
H -1.83662 -1.29338 -0.24385 0.461
H -2.26058 0.10657 0.16898 0.460
H 0.33632 3.54312 1.78487 0.465
H -0.46167 4.41599 2.73951 0.466
H -2.80062 1.86940 -2.81969 0.465
H -3.67147 2.47843 -1.73307 0.465
H 0.23599 -3.27301 -1.16515 0.446
H 0.81232 -4.61755 -0.75271 0.479
O 0.81487 0.08225 -0.17660 -0.911
O 1.37539 -2.28006 -3.07930 -0.913
O 3.72697 0.74710 0.78186 -0.933
O 0.01482 0.24859 3.57809 -0.938
O -2.18504 -0.79422 0.50343 -0.920
O 0.38808 4.36380 2.28764 -0.931
O -3.72193 2.00541 -2.57134 -0.930
O -0.00201 -4.20061 -1.05605 -0.927



<C>
24
Properties=species:S:1:pos:R:3:nbo_charge:R:1 method="wB97M-V/def2-TZVPD" homo_lumo_gap_ev=9.84 homo_energy_ev=-10.19 charge=0 lumo_ha=-0.013
O 1.71480 1.02563 -2.16451 -0.960
H 2.21257 1.58599 -2.75988 0.479
H 2.03161 0.14090 -2.34653 0.496
O -2.74355 0.91025 -1.04127 -0.970
H -2.77216 1.80709 -0.70795 0.454
H -1.90420 0.56700 -0.73482 0.486
O 1.20427 2.00384 0.31129 -0.946
H 1.41719 1.99497 -0.62188 0.502
H 2.01618 1.74163 0.74521 0.466
O -0.58208 0.07097 0.11048 -1.002
H 0.04092 0.79749 0.12671 0.497
H -0.24642 -0.54751 0.75936 0.494
O -0.32528 0.10538 4.09040 -0.945
H 0.32608 0.41924 4.71765 0.457
H 0.18584 -0.34953 3.42103 0.477
O 1.39494 -0.89729 2.01594 -0.950
H 2.01892 -1.61994 2.08397 0.491
H 1.90781 -0.11680 2.22579 0.475
O -1.92048 -2.65829 -0.51815 -0.939
H -2.56997 -2.36242 0.11972 0.465
H -1.21741 -2.01111 -0.46260 0.472
O -0.66697 -1.20559 -2.93511 -0.943
H -0.63034 -0.31844 -2.57751 0.477
H -0.89227 -1.08346 -3.85737 0.466



<D>
24
Properties=species:S:1:pos:R:3:nbo_charge:R:1 method="wB97M-V/def2-TZVPD" homo_lumo_gap_ev=8.89 homo_energy_ev=-8.92 charge=0 lumo_ha=-0.001
O -0.29663 -0.75417 -0.20538 -0.756
H -1.01863 -1.00217 0.39762 0.549
H 0.24137 -0.06817 0.31662 0.559
H -0.68663 -0.38817 -0.84938 0.513
O 1.54237 0.58283 1.50862 -1.274
H 1.05137 0.17383 2.19062 0.443
O 2.44237 1.98083 -0.66638 -0.991
H 2.07537 1.32183 0.11262 0.505
H 2.12337 1.47183 -1.41538 0.443
O -2.78963 -2.45517 -1.33538 -1.004
H -3.28963 -1.75717 -1.86338 0.504
H -2.24163 -3.14217 -1.71038 0.501
O 2.86737 -1.03417 -0.12238 -0.945
H 2.55537 -0.38617 0.32862 0.469
H 3.85737 -0.92417 0.02462 0.462
O -0.59163 2.20283 0.81262 -0.980
H -0.25063 3.04283 0.63762 0.465
H 0.16937 1.86883 1.19162 0.495
O -0.86763 0.83583 -2.11438 -0.973
H -1.60163 1.44283 -1.86738 0.504
H -0.36263 1.13083 -2.79438 0.489
O -1.66963 -1.28417 2.08762 -0.978
H -0.90963 -1.72417 2.51762 0.492
H -2.34963 -1.13517 2.81762 0.508



Stability, highest: <C>



<A>
24
Properties=species:S:1:pos:R:3:nbo_charge:R:1 method="wB97M-V/def2-TZVPD" homo_lumo_gap_ev=9.07 homo_energy_ev=-9.38 charge=0 lumo_ha=-0.011
O -0.19754 -1.70650 -3.43671 -0.951
H 0.50646 -2.33550 -3.46071 0.470
H -0.70554 -1.94750 -2.63671 0.495
O 2.55746 0.66850 -0.04571 -0.918
H 2.20946 -0.25050 0.01929 0.472
H 2.56546 1.03350 0.87229 0.449
O -0.68754 0.51550 -0.19571 -0.975
H 0.05146 0.56350 0.38529 0.486
H -0.88354 -0.39650 -0.28571 0.476
O 0.81646 3.52950 1.14229 -0.920
H 0.47546 3.98650 1.91829 0.464
H 1.44146 2.86650 1.48829 0.456
O -0.80254 -2.10050 -0.72971 -0.941
H -0.00954 -2.36650 -0.27171 0.485
H -1.48854 -2.56050 -0.26971 0.490
O -2.80054 -0.25450 1.87029 -0.985
H -2.01054 0.23050 1.55529 0.495
H -3.43654 0.32150 2.30729 0.479
O 0.62846 -0.25350 2.08829 -0.954
H 0.12246 -1.00350 2.39829 0.482
H 0.36746 0.43250 2.69729 0.479
O 0.81046 0.42150 -2.40471 -0.988
H 0.41346 -0.13050 -3.07871 0.475
H 0.05646 0.73650 -1.92671 0.477



<B>
24
Properties=species:S:1:pos:R:3:nbo_charge:R:1 method="wB97M-V/def2-TZVPD" homo_lumo_gap_ev=11.13 homo_energy_ev=-11.10 charge=0 lumo_ha=0.001
O 0.75621 -2.59192 -0.10112 -0.987
H 1.38021 -1.97292 0.28488 0.487
H 0.01421 -2.14792 -0.49112 0.479
O -3.17179 1.61708 1.05288 -0.956
H -2.42079 1.16608 0.69288 0.485
H -3.44179 1.14108 1.83788 0.455
O -0.01079 -0.66092 2.37588 -0.953
H -0.87579 -0.78892 2.73288 0.477
H 0.32121 -1.54992 2.30188 0.494
O -0.80379 0.57108 -0.12612 -1.000
H -0.52379 -0.02592 0.61188 0.494
H -1.05879 0.01308 -0.84412 0.502
O -1.02979 -1.48692 -2.10812 -0.971
H -1.89179 -1.68292 -2.48412 0.490
H -0.41979 -1.57592 -2.87512 0.497
O 2.57421 -0.66792 1.04188 -0.963
H 2.72921 -0.32492 0.21088 0.475
H 2.24121 -0.00292 1.64988 0.505
O 0.59321 1.85308 -2.85012 -0.925
H 0.89921 1.26708 -2.16712 0.463
H 1.36021 1.92808 -3.40812 0.462
O 1.27121 2.11308 0.76988 -0.953
H 0.70421 2.44908 1.43188 0.469
H 0.80421 1.36108 0.45988 0.473



Stability, highest: <B>